Computed, not measured: C34H49N4OsP2SeSi as an isolated structure, with the ωB97M-V functional and the def2-TZVPD basis.

Results
total charge	+3
highest occupied orbital energy	-15.8408	eV

Last column: Löwdin charge in e.
Positions of all 92 atoms, in Å:
Os1 -0.632 1.511 0.472  0.77
N1 0.097 2.655 -1.272  -0.08
C1 0.571 4.020 -0.869  -0.17
C2 0.984 3.991 0.586  -0.18
N2 -0.130 3.428 1.386  -0.29
C3 -1.314 4.355 1.376  -0.12
C4 -2.359 3.956 0.348  -0.18
N3 -2.551 2.490 0.432  -0.07
C5 0.271 3.114 2.779  -0.17
C6 -0.779 2.217 3.415  -0.17
N4 -1.026 1.024 2.546  -0.09
H1 0.914 2.130 -1.576  0.02
H2 -0.474 2.731 -2.108  0.09
H3 -0.233 4.734 -1.023  0.11
H4 1.397 4.344 -1.502  0.14
H5 1.278 4.982 0.944  0.15
H6 1.835 3.319 0.706  0.09
H7 -0.980 5.380 1.205  0.15
H8 -1.769 4.347 2.365  0.12
H9 -2.044 4.180 -0.666  0.10
H10 -3.288 4.499 0.525  0.14
H11 -3.195 2.176 -0.291  0.11
H12 -3.022 2.274 1.309  0.11
H13 0.446 4.018 3.369  0.15
H14 1.215 2.568 2.721  0.09
H15 -1.725 2.741 3.539  0.12
H16 -0.464 1.912 4.414  0.13
H17 -1.924 0.594 2.767  0.09
H18 -0.339 0.309 2.768  0.03
C7 -0.316 -1.819 -0.475  -0.43
P1 -1.536 -0.424 -0.368  0.82
C8 -2.348 -0.521 -1.989  -0.37
C9 -2.022 0.390 -2.989  -0.11
C10 -2.558 0.273 -4.264  -0.06
C11 -3.427 -0.769 -4.551  -0.04
C12 -3.747 -1.698 -3.567  -0.04
C13 -3.207 -1.582 -2.297  -0.09
C14 -2.796 -1.058 0.793  -0.37
C15 -2.428 -1.705 1.975  -0.13
C16 -3.380 -2.062 2.920  -0.05
C17 -4.719 -1.761 2.705  -0.04
C18 -5.097 -1.103 1.544  -0.04
C19 -4.144 -0.755 0.594  -0.10
P2 1.345 -1.189 -0.783  0.70
C20 2.472 -2.573 -0.749  -0.37
C21 2.131 -3.787 -0.147  -0.10
C22 3.033 -4.840 -0.163  -0.04
C23 4.275 -4.682 -0.767  -0.03
C24 4.618 -3.474 -1.364  -0.03
C25 3.721 -2.419 -1.355  -0.07
C26 1.444 -0.513 -2.441  -0.37
C27 0.886 -1.258 -3.481  -0.07
C28 1.024 -0.824 -4.790  -0.03
C29 1.734 0.336 -5.068  -0.03
C30 2.322 1.061 -4.039  -0.04
C31 2.183 0.636 -2.725  -0.14
H19 -0.592 -2.558 -1.228  0.09
H20 -0.284 -2.318 0.495  0.03
H21 -1.324 1.187 -2.777  0.07
H22 -2.292 0.987 -5.032  0.12
H23 -3.852 -0.863 -5.541  0.12
H24 -4.421 -2.514 -3.792  0.12
H25 -3.460 -2.320 -1.546  0.12
H26 -1.389 -1.950 2.172  0.07
H27 -3.082 -2.587 3.818  0.12
H28 -5.464 -2.047 3.435  0.12
H29 -6.139 -0.874 1.365  0.12
H30 -4.467 -0.260 -0.315  0.11
H31 1.158 -3.940 0.302  0.10
H32 2.762 -5.788 0.280  0.12
H33 4.973 -5.509 -0.786  0.13
H34 5.580 -3.359 -1.844  0.13
H35 3.990 -1.485 -1.835  0.12
H36 0.345 -2.176 -3.283  0.12
H37 0.589 -1.401 -5.595  0.13
H38 1.850 0.664 -6.093  0.13
H39 2.912 1.941 -4.263  0.12
H40 2.703 1.161 -1.930  0.08
C32 4.268 -1.920 2.074  -0.15
Si1 2.846 -1.179 2.948  0.68
C33 3.131 0.363 3.909  -0.19
C34 1.324 -2.166 3.272  -0.18
Se1 1.679 0.418 0.730  0.53
H41 4.861 -2.465 2.821  0.07
H42 4.913 -1.154 1.644  0.07
H43 3.969 -2.634 1.311  0.01
H44 3.703 0.121 4.813  0.07
H45 2.198 0.828 4.230  0.03
H46 3.727 1.074 3.336  0.05
H47 1.499 -2.826 4.131  0.07
H48 1.078 -2.805 2.425  0.02
H49 0.480 -1.526 3.526  0.02

***

Computed, not measured: a 3-piece molecular cluster, C34H49N5O6S overall, with the ωB97M-V functional and the def2-TZVPD basis.

Results
highest occupied orbital energy	-7.8567	eV
structure (SMILES)	CCCCCc1c(-c2ccncc2)cc(N=C=O)c2c1Sc1c(N)cc(N)c(C[C@H](C)O)c1N2.COCCOC.COCCOC

Last column: Löwdin charge in e.
Positions of all 95 atoms, in Å:
C1 -2.823 -4.574 -4.313  -0.13
C2 -3.488 -3.404 -5.147  -0.26
C3 -2.693 -2.032 -5.009  -0.21
C4 -2.365 -1.718 -3.486  -0.21
C5 -2.528 -0.177 -3.127  -0.15
C6 -1.276 0.412 -2.408  -0.15
C7 -0.487 1.556 -2.933  -0.10
C8 -0.922 2.232 -4.254  -0.16
C9 -1.474 3.595 -4.260  -0.02
C10 -1.896 4.195 -5.504  -0.16
N1 -1.852 3.721 -6.788  0.05
C11 -1.340 2.450 -6.736  -0.16
C12 -0.896 1.656 -5.617  -0.02
C13 0.690 2.100 -2.202  0.05
C14 1.124 1.534 -0.894  -0.15
N2 2.253 2.088 -0.130  0.15
C15 3.341 1.585 -0.459  -0.28
O1 4.422 1.136 -0.558  0.18
C16 0.316 0.409 -0.387  -0.16
C17 -0.842 -0.139 -1.128  -0.34
S1 -1.688 -1.523 -0.272  0.98
C18 -1.630 -0.921 1.461  -0.35
C19 -2.752 -1.102 2.376  -0.30
N3 -3.901 -1.803 1.909  0.06
C20 -2.624 -0.546 3.739  0.02
C21 -1.392 0.162 4.128  -0.23
N4 -1.244 0.756 5.466  0.06
C22 -0.237 0.305 3.197  -0.08
C23 1.083 1.049 3.633  -0.09
C24 2.211 0.019 4.088  -0.37
C25 3.556 0.132 3.278  -0.05
O2 1.723 -1.337 3.983  -0.07
C26 -0.366 -0.252 1.830  -0.17
N5 0.712 -0.146 0.882  0.07
H1 -3.242 -4.528 -3.266  0.07
H2 -1.704 -4.550 -4.328  0.08
H3 -3.123 -5.595 -4.694  0.07
H4 -3.512 -3.658 -6.246  0.10
H5 -4.530 -3.251 -4.735  0.11
H6 -3.251 -1.191 -5.513  0.11
H7 -1.709 -2.145 -5.544  0.11
H8 -3.146 -2.264 -2.878  0.09
H9 -1.344 -2.043 -3.165  0.11
H10 -2.741 0.481 -4.009  0.10
H11 -3.411 -0.070 -2.430  0.12
H12 -1.565 4.161 -3.304  0.11
H13 -2.340 5.227 -5.418  0.11
H14 -1.259 1.955 -7.745  0.11
H15 -0.535 0.612 -5.775  0.11
H16 1.207 2.977 -2.673  0.11
H17 -4.239 -1.461 1.010  0.07
H18 -4.635 -1.874 2.610  0.08
H19 -3.454 -0.633 4.488  0.11
H20 -0.523 0.240 5.982  0.07
H21 -0.929 1.713 5.268  0.07
H22 1.469 1.590 2.714  0.10
H23 0.879 1.859 4.383  0.11
H24 2.443 0.229 5.169  0.14
H25 4.259 0.856 3.788  0.09
H26 3.437 0.460 2.210  0.05
H27 4.129 -0.842 3.242  0.09
H28 2.017 -1.722 3.139  0.09
H29 1.536 0.311 1.269  0.07
C27 2.684 3.598 -6.023  -0.11
O3 2.930 2.202 -6.051  -0.20
C28 4.076 1.868 -6.831  -0.20
C29 5.234 1.555 -5.913  -0.21
O4 5.658 2.722 -5.223  -0.18
C30 5.147 2.719 -3.906  -0.12
H30 1.928 3.796 -5.262  0.08
H31 3.584 4.168 -5.776  0.09
H32 2.298 3.924 -6.994  0.09
H33 4.326 2.665 -7.538  0.13
H34 3.830 0.973 -7.412  0.12
H35 6.085 1.201 -6.504  0.13
H36 4.959 0.761 -5.212  0.13
H37 5.667 1.977 -3.293  0.09
H38 4.071 2.524 -3.894  0.07
H39 5.324 3.708 -3.480  0.09
C31 -1.182 -2.394 6.850  -0.10
O5 -0.585 -1.526 7.804  -0.21
C32 -1.524 -1.039 8.758  -0.20
C33 -1.392 -1.768 10.085  -0.20
O6 -1.801 -3.128 9.972  -0.19
C34 -0.700 -4.021 9.909  -0.11
H40 -0.385 -2.871 6.279  0.10
H41 -1.781 -3.173 7.329  0.09
H42 -1.808 -1.818 6.163  0.06
H43 -2.546 -1.109 8.373  0.13
H44 -1.297 0.020 8.916  0.12
H45 -2.059 -1.295 10.813  0.12
H46 -0.370 -1.697 10.470  0.12
H47 -0.221 -4.094 10.890  0.09
H48 0.033 -3.707 9.161  0.08
H49 -1.078 -5.005 9.631  0.09